No. 1
A cluster of 2 separate species, C6H16O2 in total, computed with ωB97M-V with the def2-TZVPD basis set.

Summary:
relative energy (zero: lowest compared OMol25 entry of this formula, charge and spin): 33.1 kcal per mole
SMILES string: CCCOC.COC

Each line ends with the Mulliken charge.
Atoms and positions in Å:
C 2.04 -2.37 -0.88  -1.047
C 3.35 -1.62 -0.64  -0.402
C 3.18 -0.43 0.28  -0.486
O 2.77 -0.89 1.55  -0.296
C 2.57 0.18 2.45  -0.683
H 1.64 -2.74 0.08  0.274
H 2.20 -3.24 -1.55  0.319
H 1.30 -1.70 -1.34  0.280
H 4.11 -2.30 -0.20  0.276
H 3.76 -1.26 -1.60  0.295
H 4.13 0.13 0.38  0.345
H 2.42 0.26 -0.13  0.328
H 3.50 0.75 2.60  0.275
H 1.79 0.87 2.09  0.288
H 2.26 -0.24 3.42  0.234
C -4.23 0.73 -0.06  -0.608
O -3.74 1.84 -0.78  -0.286
C -4.80 2.54 -1.39  -0.616
H -3.37 0.21 0.39  0.220
H -4.76 0.02 -0.72  0.266
H -4.91 1.04 0.75  0.267
H -5.35 1.91 -2.11  0.270
H -5.51 2.93 -0.65  0.269
H -4.36 3.39 -1.94  0.219

No. 2
The ion C4H8NO2 with charge +1 in a non-equilibrium geometry, computed with ωB97M-V with the def2-TZVPD basis set.

Summary:
relative energy (zero: lowest compared OMol25 entry of this formula, charge and spin): 48.9 kcal per mole
total charge: +1
SMILES string: C[NH2+]/C(C=O)=C\O

Each line ends with the Mulliken charge.
Atoms and positions in Å:
C -0.16 -1.63 -0.07  -0.917
N -0.27 -0.44 0.77  -0.111
C -0.49 0.75 -0.03  -0.157
C -1.98 0.82 -0.05  0.022
O -2.60 -0.12 0.50  -0.540
C 0.45 1.68 -0.35  -0.031
O 1.71 1.71 -0.11  -0.400
H -0.26 -2.56 0.39  0.395
H -0.83 -1.55 -0.84  0.364
H 0.80 -1.68 -0.59  0.364
H 0.53 -0.49 1.44  0.372
H -1.21 -0.56 1.27  0.471
H -2.50 1.50 -0.67  0.463
H 0.22 2.53 -1.09  0.310
H 2.17 2.41 -0.56  0.394

No. 3
The ion C4H9N4 with charge +1 in a non-equilibrium geometry, computed with ωB97M-V with the def2-TZVPD basis set.

Summary:
relative energy (zero: lowest compared OMol25 entry of this formula, charge and spin): 58.0 kcal per mole
total charge: +1
SMILES string: CN1CCN=NC1=[NH2+]

Each line ends with the Mulliken charge.
Atoms and positions in Å:
C 1.95 -0.10 0.26  -1.003
N 0.48 -0.09 0.13  0.071
C -0.10 1.13 0.62  -0.514
C -1.57 1.31 0.30  -0.515
N -2.32 0.17 -0.16  -0.337
N -1.72 -0.82 -0.52  -0.156
C -0.29 -0.95 -0.49  0.605
N 0.01 -2.03 -1.11  -0.347
H 2.14 0.89 0.71  0.385
H 2.26 -0.80 0.99  0.384
H 2.51 -0.28 -0.71  0.348
H 0.60 1.86 0.14  0.453
H 0.03 1.18 1.81  0.301
H -2.32 1.71 1.10  0.347
H -1.73 2.00 -0.52  0.344
H -0.87 -2.55 -1.35  0.325
H 0.93 -2.64 -1.19  0.309

Computed orbital gap (eV) in order:
10.66; 10.15; 9.46
Computed DFT total energy (eV) in order:
-10575.104; -9854.211; -10245.482